# 1
DFT (ωB97M-V with the def2-TZVPD basis set) results for a molecular structure, C24H31ClF6N2O3Y.

Results
M, g mol⁻¹: 633.9
LUMO level (alpha / beta), eV: 2.448 / 2.463
Charge: -1
Energy relative to the best compared isomer or geometry (same formula, charge and spin), kJ/mol: 0.00
E_tot, hartree: -2366.09923

Positions of all 68 atoms, in Å:
Y -1.151 -0.097 0.419
Cl -3.297 -0.405 1.903
F -2.269 -1.143 4.269
F -2.543 1.456 4.415
F -0.329 -1.857 4.916
F -0.782 2.369 5.333
F -1.409 -0.319 6.097
F -1.117 2.546 3.169
O -0.583 -0.021 2.610
O -0.040 -4.064 -1.290
O -0.429 3.997 -1.068
N -0.424 -2.283 0.005
N -0.167 1.937 -0.211
C -0.829 2.734 -1.058
C -1.888 2.303 -2.022
C -0.260 -0.078 -4.615
C -0.657 1.117 -3.996
C 0.712 -2.992 0.658
C -0.077 -2.602 -4.615
C 1.681 2.439 1.471
C -1.300 -1.318 -2.799
C -1.215 1.688 4.243
C 0.773 -4.304 -0.112
C -0.387 0.374 3.977
C 2.182 2.396 -0.953
C -1.757 -2.587 -2.094
C 0.474 -3.225 2.141
C 1.975 -2.177 0.443
C -1.403 -0.132 -2.132
C -1.105 -0.724 4.836
C -0.284 2.450 -4.572
C 1.058 0.555 4.399
C -1.381 1.073 -2.774
C -0.562 -1.308 -4.014
C 1.110 2.684 0.088
C -0.742 -2.963 -1.081
C 0.653 4.127 -0.103
H -1.156 3.111 -4.709
H 2.138 -2.051 -0.637
H -2.728 -2.429 -1.581
H 0.197 2.323 -5.550
H 0.422 2.989 -3.916
H 1.672 -0.298 4.089
H -2.120 3.123 -2.707
H 2.109 1.425 1.601
H 2.494 3.174 1.640
H 1.899 -1.182 0.920
H 0.536 -3.189 -3.910
H 1.309 -3.846 2.509
H 3.033 3.071 -0.767
H 1.138 0.620 5.491
H 1.493 1.474 3.989
H 0.913 2.610 2.226
H -1.702 -0.257 2.356
H 0.410 -2.300 2.737
H 0.245 -0.063 -5.598
H 0.527 -2.393 -5.507
H -0.452 -3.792 2.284
H 1.409 4.822 -0.499
H 1.815 2.596 -1.969
H 2.538 1.356 -0.908
H -2.797 2.045 -1.436
H 0.288 -5.122 0.443
H 2.826 -2.731 0.861
H 0.253 4.537 0.830
H -1.820 -3.421 -2.791
H 1.784 -4.580 -0.445
H -0.902 -3.269 -4.927

The computed natural (NBO) charges, all in e, follow:
1. Y 1.77
2. Cl -0.49
3. F -0.30
4. F -0.31
5. F -0.33
6. F -0.32
7. F -0.32
8. F -0.31
9. O -0.84
10. O -0.51
11. O -0.52
12. N -0.83
13. N -0.85
14. C 0.38
15. C -0.46
16. C -0.27
17. C -0.04
18. C 0.06
19. C -0.63
20. C -0.61
21. C -0.06
22. C 0.96
23. C -0.08
24. C 0.13
25. C -0.61
26. C -0.46
27. C -0.60
28. C -0.60
29. C -0.47
30. C 0.97
31. C -0.63
32. C -0.64
33. C -0.05
34. C -0.04
35. C 0.07
36. C 0.41
37. C -0.08
38. H 0.20
39. H 0.23
40. H 0.21
41. H 0.20
42. H 0.21
43. H 0.24
44. H 0.22
45. H 0.21
46. H 0.20
47. H 0.20
48. H 0.22
49. H 0.19
50. H 0.18
51. H 0.24
52. H 0.25
53. H 0.22
54. H 0.38
55. H 0.22
56. H 0.18
57. H 0.20
58. H 0.22
59. H 0.18
60. H 0.22
61. H 0.21
62. H 0.19
63. H 0.17
64. H 0.19
65. H 0.17
66. H 0.21
67. H 0.18
68. H 0.20

# 2
DFT (ωB97M-V with the def2-TZVPD basis set) results for C24H31ClN2O4S in the gas phase.

Results
M, g mol⁻¹: 479.0
LUMO level, eV: 0.517
SMILES: Cc1ccc(S(=O)(=O)N2CCC(=O)N([C@H](COCc3cccc(Cl)c3)C(C)C)CC2)cc1
Energy relative to the best compared isomer or geometry (same formula, charge and spin), kJ/mol: 0.00
E_tot, hartree: -2202.00780

Positions of all 63 atoms, in Å:
Cl 2.966 3.291 -4.009
S -2.679 2.202 -0.070
O 1.209 -1.710 -0.550
O -0.830 -1.989 3.585
O -3.714 2.821 0.703
O -2.891 1.986 -1.470
N -2.384 0.702 0.612
N -1.024 -2.073 1.341
C 2.241 -0.866 -1.000
C 0.955 1.519 -4.331
C 1.252 4.422 0.569
C 1.788 -0.050 -2.182
C -2.279 0.685 2.050
C -2.593 -0.698 2.627
C 2.078 1.863 -3.596
C -0.164 3.034 -0.805
C -1.395 -4.880 0.902
C 2.543 5.146 0.796
C 1.369 -2.126 0.787
C 1.033 3.698 -0.598
C 0.259 0.374 -3.988
C 0.243 4.476 1.528
C -1.418 -0.087 -0.108
C 0.674 -0.410 -2.926
C -0.101 -4.211 0.440
C -1.150 3.105 0.159
C -1.630 -1.586 0.122
C -0.957 3.821 1.326
C -1.404 -1.642 2.568
C 0.151 -2.933 1.259
C 1.063 -5.189 0.602
C 2.497 1.094 -2.525
H 1.976 -4.796 0.165
H -3.453 -1.119 2.105
H -0.182 -3.955 -0.621
H -0.390 0.187 0.167
H -1.574 0.142 -1.163
H -1.341 -5.100 1.965
H -2.843 -0.589 3.684
H 2.280 -2.730 0.895
H -0.617 0.095 -4.553
H 1.240 -5.399 1.655
H 2.549 -0.182 -0.193
H 0.829 -6.125 0.101
H 0.352 -3.226 2.297
H 3.371 1.384 -1.961
H 3.229 4.987 -0.031
H 1.802 3.659 -1.355
H 1.474 -1.247 1.444
H 3.126 -1.466 -1.276
H -1.758 3.871 2.046
H -2.256 -4.241 0.728
H 0.136 -1.305 -2.661
H 3.015 4.803 1.716
H -1.172 -2.125 -0.704
H 0.634 2.138 -5.154
H -3.017 1.406 2.406
H 2.361 6.214 0.896
H -1.548 -5.812 0.363
H -0.350 2.480 -1.712
H -1.278 1.004 2.383
H 0.402 5.042 2.434
H -2.707 -1.786 0.118

The computed natural (NBO) charges, all in e, follow:
1. Cl 0.00
2. S 2.32
3. O -0.57
4. O -0.64
5. O -0.94
6. O -0.94
7. N -0.67
8. N -0.47
9. C -0.09
10. C -0.25
11. C 0.02
12. C 0.06
13. C -0.23
14. C -0.51
15. C -0.02
16. C -0.21
17. C -0.60
18. C -0.64
19. C -0.08
20. C -0.22
21. C -0.18
22. C -0.22
23. C -0.25
24. C -0.24
25. C -0.24
26. C -0.29
27. C -0.23
28. C -0.20
29. C 0.69
30. C 0.00
31. C -0.60
32. C -0.27
33. H 0.21
34. H 0.23
35. H 0.20
36. H 0.19
37. H 0.25
38. H 0.21
39. H 0.25
40. H 0.18
41. H 0.22
42. H 0.21
43. H 0.18
44. H 0.21
45. H 0.25
46. H 0.23
47. H 0.22
48. H 0.22
49. H 0.18
50. H 0.19
51. H 0.24
52. H 0.21
53. H 0.23
54. H 0.22
55. H 0.24
56. H 0.23
57. H 0.24
58. H 0.23
59. H 0.21
60. H 0.24
61. H 0.18
62. H 0.22
63. H 0.21

# 3
DFT (ωB97M-V with the def2-TZVPD basis set) results for C24H31ClN4O2 in the gas phase.

Results
M, g mol⁻¹: 443.0
LUMO level, eV: 0.186
SMILES: C[C@@H]1CN(C(=O)c2nc3ccc(Cl)cn3c2CNCC[C@@H]2C[C@@H]3C=C[C@H]2C3)C[C@H](C)O1
E_tot, hartree: -1762.82565

Positions of all 62 atoms, in Å:
Cl 3.373 4.354 0.194
O -6.356 0.063 0.104
O -2.038 -1.499 0.963
N -3.619 -0.448 -0.238
N 1.402 -0.860 -0.918
N 0.348 1.846 0.224
N -1.881 1.956 0.123
C -0.596 4.060 0.027
C -2.408 -0.501 0.354
C 1.604 2.354 0.251
C 3.270 -2.464 -0.247
C -4.234 0.681 -0.892
C -6.195 2.272 -0.756
C 4.545 -1.780 -0.745
C -5.451 1.137 -0.069
C 5.731 -0.697 1.611
C 6.211 -0.098 -0.591
C 6.568 -1.163 0.450
C -4.549 -1.541 -0.046
C 4.702 -0.275 -0.388
C -0.110 0.566 0.303
C 4.621 -0.168 1.114
C 0.668 4.576 0.043
C 5.826 -2.390 -0.128
C 1.774 3.703 0.162
C -0.776 2.672 0.119
C -6.819 -2.127 0.900
C -5.761 -1.043 0.755
C 2.011 -2.160 -1.080
C -1.495 0.660 0.230
C 0.783 -0.622 0.377
H -5.087 1.466 0.920
H 1.510 -0.478 1.197
H 6.559 0.897 -0.317
H 3.781 0.221 1.662
H 6.434 -2.885 -0.884
H 0.162 -1.486 0.621
H 0.841 5.637 -0.028
H 4.578 -1.877 -1.835
H 3.094 -2.210 0.800
H -5.406 -0.724 1.752
H -5.536 3.127 -0.873
H -7.667 -1.739 1.458
H 6.547 -0.341 -1.598
H 4.065 0.395 -0.962
H 3.430 -3.544 -0.297
H 2.064 -0.127 -1.147
H -1.468 4.686 -0.055
H -4.576 0.363 -1.885
H 2.432 1.672 0.356
H -3.522 1.499 -0.980
H 7.622 -1.331 0.656
H -7.057 2.558 -0.161
H -6.406 -2.984 1.422
H 1.241 -2.898 -0.833
H -4.033 -2.340 0.488
H -4.883 -1.901 -1.025
H 5.991 -0.847 2.643
H -6.543 1.947 -1.732
H 5.596 -3.113 0.654
H 2.253 -2.270 -2.142
H -7.166 -2.435 -0.083

The computed natural (NBO) charges, all in e, follow:
1. Cl 0.02
2. O -0.54
3. O -0.65
4. N -0.41
5. N -0.62
6. N -0.31
7. N -0.47
8. C -0.19
9. C 0.66
10. C -0.03
11. C -0.42
12. C -0.26
13. C -0.62
14. C -0.21
15. C 0.10
16. C -0.17
17. C -0.37
18. C -0.27
19. C -0.25
20. C -0.26
21. C 0.20
22. C -0.22
23. C -0.24
24. C -0.39
25. C -0.07
26. C 0.31
27. C -0.62
28. C 0.10
29. C -0.21
30. C 0.02
31. C -0.29
32. H 0.17
33. H 0.17
34. H 0.21
35. H 0.21
36. H 0.21
37. H 0.26
38. H 0.24
39. H 0.21
40. H 0.21
41. H 0.17
42. H 0.21
43. H 0.22
44. H 0.20
45. H 0.20
46. H 0.21
47. H 0.35
48. H 0.24
49. H 0.19
50. H 0.23
51. H 0.26
52. H 0.22
53. H 0.22
54. H 0.21
55. H 0.20
56. H 0.25
57. H 0.19
58. H 0.22
59. H 0.21
60. H 0.21
61. H 0.19
62. H 0.21